<a>
A molecular structure, C7H10O2, computed with wB97M-V/def2-TZVPD.

Positions of all 19 atoms, in Å:
O 1.71 -2.10 -0.91
O 2.76 0.24 0.15
C 0.05 2.41 -0.24
C 1.60 0.40 -0.06
C -0.60 -1.30 -0.87
C -1.57 -0.08 1.17
C 0.39 0.96 -0.12
C -0.56 -0.13 0.06
C 0.64 -1.67 -0.16
H -0.42 2.65 -1.19
H -1.51 -1.00 1.76
H -2.59 -0.03 0.76
H -1.46 -1.96 -0.74
H -0.65 2.70 0.55
H 2.56 -1.66 -0.76
H 0.94 3.03 -0.13
H -0.43 -1.05 -1.91
H -1.41 0.76 1.85
H 0.54 -2.18 0.79

Results
gap between HOMO and LUMO (spin up / spin down) = 8.381 / 8.380 eV

=====

<b>
2 unconnected molecules or ions with the total composition C7H10O2, computed with wB97M-V/def2-TZVPD.

Positions of all 19 atoms, in Å:
O -2.53 0.70 -0.51
O -0.53 2.20 0.64
C -0.79 -0.88 1.54
C -1.34 -0.24 -0.84
C 0.99 -0.90 -0.33
C 0.29 1.16 0.54
C 1.88 1.35 0.09
C -0.25 -0.27 0.27
C 2.30 0.09 -0.40
H 3.13 -0.33 -1.01
H 1.40 -1.72 0.23
H -0.66 0.14 -1.66
H 2.56 2.34 0.20
H -1.76 -1.20 -0.68
H -2.44 1.92 -1.76
H -1.56 -1.76 0.95
H -1.57 -0.09 1.89
H -0.06 -1.30 2.32
H 0.92 -1.21 -1.49

Results
gap between HOMO and LUMO = 7.786 eV

=====

Which one sits at the top of the stability order? <a> does.

=====

<a>
A gas-phase ion, C6H11N (charge -1), computed with wB97M-V/def2-TZVPD.

Positions of all 18 atoms, in Å:
N -0.10 -1.29 -1.27
C -0.14 0.00 -0.61
C -1.05 -1.88 -2.38
C 1.30 1.29 2.54
C 0.95 1.34 1.12
C -1.33 0.72 -0.42
C 0.99 0.23 0.40
H -1.21 -1.13 -3.20
H 1.81 -0.35 0.16
H 0.60 1.69 3.18
H -2.12 0.74 -1.18
H 0.61 2.34 0.78
H 0.11 -2.00 -0.64
H -0.38 -2.63 -2.84
H -2.00 -2.39 -1.95
H -1.69 1.30 0.57
H 2.28 1.74 2.75
H 1.36 0.30 2.99

Results
net charge = -1
gap between HOMO and LUMO (spin up / spin down) = 3.979 / 5.915 eV
spin multiplicity = 2

=====

<b>
A gas-phase ion, C6H11N (charge -1), computed with wB97M-V/def2-TZVPD.

Positions of all 18 atoms, in Å:
N 1.15 0.15 -0.75
C 2.04 -0.16 -1.79
C -0.50 -1.19 -1.76
C -1.48 0.91 2.73
C -0.88 -0.07 0.56
C -0.48 0.57 1.66
C -0.10 -0.34 -0.68
H -1.61 1.86 3.11
H 1.34 0.80 -0.02
H 1.98 -1.26 -1.85
H 0.03 -1.27 -2.74
H -1.21 0.42 3.67
H -1.55 -1.23 -1.91
H 0.61 0.58 1.85
H -2.46 0.59 2.38
H -1.75 -0.64 0.69
H 3.03 0.26 -1.46
H 1.98 0.45 -2.79

Results
net charge = -1
gap between HOMO and LUMO (spin up / spin down) = 3.697 / 6.375 eV
spin multiplicity = 2

=====

Which one sits at the top of the stability order? <b> does.

=====

<a>
3 unconnected molecules or ions with the total composition C2H11NO2, computed with wB97M-V/def2-TZVPD.

Positions of all 16 atoms, in Å:
O 0.94 -0.78 2.77
O 2.41 -0.82 0.17
N -1.00 -0.53 0.28
C -0.99 1.49 -1.06
C -0.93 -0.04 -1.11
H -1.72 -0.44 -1.74
H -0.23 1.93 -0.40
H -0.44 -1.34 0.51
H -0.85 1.86 -2.08
H -1.95 -0.77 0.54
H 0.43 -0.34 2.11
H 1.56 -0.37 0.14
H 3.04 -0.17 -0.16
H 1.66 -1.24 2.30
H 0.02 -0.33 -1.55
H -1.94 1.89 -0.71

Results
gap between HOMO and LUMO = 10.556 eV
SMILES string = CCN.O.O

=====

<b>
3 unconnected molecules or ions with the total composition C2H11NO2, computed with wB97M-V/def2-TZVPD.

Positions of all 16 atoms, in Å:
O -2.57 -0.24 0.35
O -0.99 1.67 -1.64
N 0.44 -0.60 -0.86
C 0.37 -0.35 0.57
C 1.81 0.03 0.98
H 1.41 -0.58 -1.23
H -1.99 0.24 -0.20
H -0.36 0.45 0.87
H 2.01 0.12 2.04
H -2.45 -1.17 0.40
H -1.49 1.89 -0.84
H 0.04 -1.18 1.17
H 2.06 1.03 0.52
H 2.57 -0.63 0.52
H -0.74 0.74 -1.54
H -0.12 -1.43 -1.11

Results
gap between HOMO and LUMO = 10.522 eV
SMILES string = CCN.O.O

=====

Which one sits at the top of the stability order? <a> does.

=====

<a>
C3H3BrClF in the gas phase, computed with wB97M-V/def2-TZVPD.

Positions of all 9 atoms, in Å:
Br 2.23 -1.22 0.03
Cl 1.36 1.73 -0.55
F -0.95 1.27 1.27
C -0.55 -0.27 -0.67
C -0.52 0.05 0.90
C 0.75 0.17 -0.14
H -1.16 0.25 -1.42
H -0.42 -1.31 -1.09
H -0.74 -0.68 1.67

Results
gap between HOMO and LUMO = 10.385 eV
SMILES string = F[C@H]1C[C@]1(Cl)Br

=====

<b>
A molecular structure, C3H3BrClF, computed with wB97M-V/def2-TZVPD.

Positions of all 9 atoms, in Å:
Br 2.23 1.13 0.10
Cl 1.43 -1.70 0.47
F -1.00 -1.36 -1.04
C -0.70 0.02 -0.87
C -0.55 0.34 0.51
C 0.93 -0.12 0.55
H -0.63 1.40 0.83
H -1.31 -0.23 1.15
H -0.41 0.51 -1.71

Results
gap between HOMO and LUMO (spin up / spin down) = 8.224 / 8.195 eV

=====

Which one sits at the top of the stability order? <a> does.

=====

<a>
2 unconnected molecules or ions with the total composition C2H3NS, computed with wB97M-V/def2-TZVPD.

Positions of all 7 atoms, in Å:
S -2.10 -0.04 -0.87
N 3.24 -0.60 -0.61
C 2.48 -1.40 -0.33
C -1.89 1.02 0.34
H -1.06 0.92 1.09
H -2.32 2.04 0.38
H 1.66 -1.94 -0.02

Results
gap between HOMO and LUMO (spin up / spin down) = 8.144 / 8.391 eV
spin multiplicity = 3

=====

<b>
C2H3NS in the gas phase, computed with wB97M-V/def2-TZVPD.

Positions of all 7 atoms, in Å:
S -1.78 -0.09 0.03
N 0.18 -0.37 0.10
C 1.05 -1.22 0.02
C -0.26 0.96 0.01
H -0.10 1.43 0.91
H 0.92 -2.37 -0.17
H 0.00 1.65 -0.90

Results
gap between HOMO and LUMO (spin up / spin down) = 6.859 / 7.062 eV
spin multiplicity = 3

=====

Which one sits at the top of the stability order? <a> does.

=====

<a>
C21H29N5O2 in the gas phase, computed with wB97M-V/def2-TZVPD.

Positions of all 57 atoms, in Å:
O -1.23 5.44 -6.80
O 2.21 -0.24 1.79
N 1.32 -5.54 1.15
N 1.81 -5.46 2.39
N 1.40 -0.72 3.90
N -1.47 2.08 -0.69
N -2.93 6.81 -6.23
C 3.11 -6.90 1.36
C -1.76 3.75 -4.60
C -1.64 1.20 0.45
C 1.69 -3.10 3.07
C -0.21 0.77 0.79
C -1.89 3.03 -3.42
C 2.89 -6.26 2.56
C 4.19 -7.89 1.03
C -3.00 4.90 -2.41
C -2.26 5.04 -4.70
C 1.30 -0.18 2.59
C -2.09 5.76 -6.00
C 1.23 -4.53 3.33
C -0.35 2.94 -0.32
C 2.10 -6.41 0.52
C 0.97 -2.13 4.00
C -2.88 5.62 -3.59
C -0.04 0.41 2.26
C 0.65 1.97 0.33
C -2.51 3.60 -2.31
C -2.67 2.81 -1.04
H -0.67 3.70 0.41
H 1.41 1.64 -0.38
H 2.39 -0.71 4.12
H 0.04 -0.10 0.19
H -1.49 2.03 -3.34
H 5.03 -7.41 0.53
H 1.18 2.44 1.16
H 3.82 -8.67 0.37
H -3.48 2.09 -1.16
H -3.23 6.64 -3.63
H -0.81 -0.30 2.59
H -3.80 6.88 -5.72
H -3.46 5.36 -1.54
H 1.51 -4.85 4.33
H 1.49 -2.85 2.03
H 2.77 -3.02 3.21
H 1.11 -2.42 5.04
H -1.26 3.32 -5.46
H -0.18 1.29 2.90
H -2.30 0.37 0.21
H 0.15 -4.60 3.24
H 3.40 -6.31 3.50
H -2.98 3.49 -0.22
H 4.58 -8.37 1.93
H 0.05 3.46 -1.19
H -2.89 7.22 -7.14
H 1.90 -6.66 -0.51
H -2.08 1.75 1.31
H -0.11 -2.17 3.81

Results
gap between HOMO and LUMO = 9.560 eV
SMILES string = Cc1cnn(CCCNC(=O)C[C@@H]2CCN(Cc3ccc(C(N)=O)cc3)C2)c1

=====

<b>
C21H29N5O2 in the gas phase, computed with wB97M-V/def2-TZVPD.

Positions of all 57 atoms, in Å:
O 7.36 -5.96 0.73
O -2.26 0.32 1.80
N -6.54 3.43 -0.31
N 2.94 -0.58 0.36
N -2.33 0.01 -0.44
N -6.59 2.41 -1.17
N 8.89 -4.74 1.86
C -0.36 1.06 0.55
C -1.75 0.48 0.71
C 5.20 -1.43 0.75
C -7.16 4.43 -0.93
C 5.08 -2.52 -0.10
C 5.90 -3.63 0.06
C 7.71 -4.89 1.19
C 6.86 -3.66 1.07
C -8.37 4.87 -3.21
C 2.09 0.56 0.04
C 2.30 -1.17 1.53
C 0.67 -0.01 0.15
C -3.78 -0.07 -0.52
C 6.98 -2.57 1.92
C 4.32 -0.22 0.57
C -4.44 1.27 -0.80
C 0.81 -1.15 1.18
C -5.95 1.15 -0.83
C -7.23 2.74 -2.31
C 6.15 -1.47 1.77
C -7.62 4.05 -2.21
H -0.38 1.86 -0.20
H 2.22 1.38 0.77
H -9.31 5.25 -2.79
H -6.27 0.42 -1.57
H -7.79 5.74 -3.53
H 5.80 -4.49 -0.58
H -4.04 -0.80 -1.30
H -6.32 0.83 0.14
H -4.15 1.99 -0.03
H 9.51 -5.53 1.84
H 2.69 -2.17 1.72
H 4.33 -2.50 -0.87
H 2.50 -0.56 2.43
H -1.87 0.31 -1.29
H 0.39 -0.43 -0.82
H 0.19 -0.98 2.07
H -7.26 5.38 -0.44
H -7.36 2.02 -3.11
H -0.08 1.50 1.51
H 7.69 -2.59 2.74
H 4.44 0.46 1.44
H 4.66 0.34 -0.31
H 2.32 0.96 -0.95
H -4.13 -0.48 0.43
H -8.61 4.29 -4.09
H 9.30 -3.83 1.97
H 6.24 -0.63 2.45
H -4.09 1.66 -1.77
H 0.50 -2.10 0.75

Results
gap between HOMO and LUMO = 9.522 eV
SMILES string = Cc1cnn(CCCNC(=O)C[C@@H]2CCN(Cc3ccc(C(N)=O)cc3)C2)c1

=====

Which one sits at the top of the stability order? <b> does.

=====

<a>
C3H4OS3 in the gas phase, computed with wB97M-V/def2-TZVPD.

Positions of all 11 atoms, in Å:
S -0.38 -1.73 -0.49
S 2.75 -1.32 0.23
S 2.26 1.53 -0.40
O -0.37 0.82 0.08
C 0.27 -0.27 -0.16
C -1.80 0.78 0.24
C 1.78 0.00 -0.22
H -2.31 0.28 -0.54
H 1.90 -2.21 -0.20
H -2.06 0.28 1.17
H -2.04 1.85 0.29

Results
gap between HOMO and LUMO = 7.483 eV
SMILES string = COC(=S)C(=S)S

=====

<b>
C3H4OS3 in the gas phase, computed with wB97M-V/def2-TZVPD.

Positions of all 11 atoms, in Å:
S -3.06 -0.73 -0.30
S 0.77 -1.24 -0.64
S -1.41 1.67 -0.50
O 1.86 1.01 0.23
C -0.46 -0.71 0.57
C 1.97 0.02 -0.47
C -1.63 0.01 -0.06
H 0.06 -0.08 1.30
H -0.83 -1.61 1.09
H 2.87 -0.15 -1.11
H -0.13 1.80 -0.10

Results
gap between HOMO and LUMO = 8.489 eV
SMILES string = O=CSCC(=S)S

=====

Which one sits at the top of the stability order? <b> does.

=====

<a>
A gas-phase ion, C5H12NO2 (charge -1), computed with wB97M-V/def2-TZVPD.

Positions of all 20 atoms, in Å:
O 1.11 -2.50 3.00
O -1.76 1.95 -2.39
N 1.35 -0.78 1.36
C -0.79 2.03 -1.36
C 0.99 -2.27 1.71
C -0.34 -0.26 -0.36
C 0.11 -0.02 1.09
C 0.13 0.80 -1.38
H 0.13 0.39 -2.39
H 1.19 0.96 -1.16
H 1.70 -2.80 1.03
H -1.40 -0.54 -0.41
H -0.70 -0.41 1.71
H 0.41 1.04 1.08
H -0.22 2.91 -1.68
H -1.19 2.18 -0.36
H 1.58 -0.38 2.26
H -0.06 -2.41 1.35
H -2.39 1.23 -2.30
H 0.14 -1.14 -0.80

Results
net charge = -1
gap between HOMO and LUMO = 5.795 eV
SMILES string = [O-]CNCCCCO

=====

<b>
A molecular structure, C5H12NO2, computed with wB97M-V/def2-TZVPD.

Positions of all 20 atoms, in Å:
O -0.32 2.37 -1.75
O 0.96 0.57 -2.77
N -1.37 -1.09 1.44
C 0.68 -0.66 -0.58
C 0.42 0.37 0.49
C -0.21 -0.23 1.78
C 1.53 -0.28 -1.81
C -2.35 -1.12 2.23
H 1.75 -1.19 -2.41
H 1.08 -1.58 -0.12
H -0.24 -1.02 -1.03
H 2.54 -0.05 -1.42
H -0.57 0.64 2.33
H 0.36 1.42 -2.20
H -0.30 1.09 0.09
H 0.56 -0.91 2.16
H 1.32 0.88 0.83
H -3.27 -1.55 1.81
H -0.30 3.13 -2.34
H -2.27 -0.79 3.27

Results
net charge = -1
gap between HOMO and LUMO = 7.084 eV

=====

Which one sits at the top of the stability order? <b> does.

=====

<a>
A molecular structure, C3H9F2KNO8PS2, computed with wB97M-V/def2-TZVPD.

Positions of all 27 atoms, in Å:
K 0.64 1.87 -0.36
S 4.17 3.02 -1.97
S 2.94 1.35 -3.14
P -1.34 -1.23 1.68
F 1.85 0.21 -2.80
F 4.05 4.06 -0.74
O 5.38 2.30 -1.64
O -2.75 -1.59 1.04
O -0.77 -2.68 2.12
O -0.37 -0.44 0.90
O -1.74 -0.61 3.11
O 4.09 0.52 -3.43
O 2.36 2.03 -4.26
O 4.12 3.93 -3.09
N 2.91 2.18 -1.70
C -2.56 0.52 3.14
C -0.28 -3.45 1.01
C -3.28 -1.01 -0.15
H -1.15 -3.77 0.43
H -2.72 1.05 2.20
H -3.13 -1.69 -0.98
H -4.33 -0.80 0.03
H -3.60 0.28 3.40
H 0.22 -4.35 1.35
H -2.27 1.23 3.91
H -2.83 -0.05 -0.41
H 0.37 -2.90 0.33

Results
gap between HOMO and LUMO = 8.636 eV

=====

<b>
A molecular structure, C3H9F2KNO8PS2, computed with wB97M-V/def2-TZVPD.

Positions of all 27 atoms, in Å:
K -0.50 2.21 -1.37
S -3.58 4.26 0.63
S -3.06 4.40 2.96
P 1.19 -1.61 -1.39
F -4.18 5.51 -0.13
F -2.11 5.37 3.89
O -2.33 3.13 3.07
O 0.51 -3.05 -1.63
O -2.65 3.71 -0.32
O 0.19 -0.54 -1.44
O 2.33 -1.55 -2.48
O -4.81 3.56 0.92
O -4.34 4.48 3.59
O 1.98 -1.79 0.00
N -2.88 5.25 1.71
C 1.39 -1.39 1.23
C 1.04 -4.26 -1.05
C 3.45 -2.46 -2.49
H 1.02 -5.03 -1.82
H 3.90 -2.49 -1.50
H 2.22 -1.12 1.88
H 0.88 -0.42 1.20
H 4.11 -1.96 -3.20
H 2.02 -4.11 -0.60
H 0.33 -4.63 -0.30
H 0.56 -2.01 1.57
H 3.34 -3.46 -2.92

Results
gap between HOMO and LUMO = 8.151 eV

=====

Which one sits at the top of the stability order? <a> does.

=====

<a>
2 unconnected molecules or ions with the total composition C3H10S3, computed with wB97M-V/def2-TZVPD.

Positions of all 16 atoms, in Å:
S 2.06 0.91 -0.20
S 4.02 0.01 -0.18
S -1.62 -1.13 0.22
C 1.64 1.17 1.56
C -2.13 0.61 -0.02
C -1.34 -1.74 -1.42
H 1.14 0.41 2.08
H 3.31 -1.13 -0.43
H -1.24 1.15 -0.57
H -0.88 -1.19 -2.22
H -2.16 1.17 0.91
H 0.82 1.90 1.66
H -0.71 -2.66 -1.17
H 2.43 1.80 2.16
H -2.95 0.79 -0.69
H -2.36 -2.08 -1.69

Results
gap between HOMO and LUMO = 8.752 eV
SMILES string = CSC.CSS

=====

<b>
2 unconnected molecules or ions with the total composition C3H10S3, computed with wB97M-V/def2-TZVPD.

Positions of all 16 atoms, in Å:
S -1.51 3.78 2.88
S -0.08 2.54 2.21
S 0.34 -1.33 -0.83
C -0.80 -3.36 -2.23
C -0.58 -1.90 -2.40
C 1.74 2.79 2.93
H 1.80 2.01 3.67
H 1.09 -0.27 -1.50
H -1.45 -1.25 -2.30
H -0.10 -1.63 -3.33
H -0.85 -3.67 -3.21
H 0.16 -3.85 -2.09
H 1.90 3.77 3.37
H 2.60 2.74 2.26
H -1.71 -3.67 -1.63
H -2.57 3.29 2.20

Results
gap between HOMO and LUMO = 8.328 eV
SMILES string = CCS.CSS

=====

<c>
2 unconnected molecules or ions with the total composition C3H10S3, computed with wB97M-V/def2-TZVPD.

Positions of all 16 atoms, in Å:
S 0.83 0.32 2.17
S 2.06 -1.24 1.58
S -1.25 0.96 -1.41
C -0.76 -0.75 -1.65
C -0.74 -0.59 2.34
C 0.42 1.72 -1.40
H 0.74 2.09 -2.37
H -1.62 -1.38 -1.45
H 0.23 2.54 -0.71
H -1.46 0.19 2.59
H 0.00 -0.99 -0.91
H 2.53 -0.60 0.47
H 1.17 1.05 -0.98
H -0.82 -1.42 3.04
H -0.37 -0.96 -2.64
H -0.96 -0.96 1.33

Results
gap between HOMO and LUMO = 8.989 eV
SMILES string = CSC.CSS

=====

Which one sits at the top of the stability order? <c> does.

=====

<a>
A molecular structure, CHBrINO2, computed with wB97M-V/def2-TZVPD.

Positions of all 7 atoms, in Å:
I 0.21 2.28 -0.29
Br -2.13 -0.11 0.41
O 1.32 -1.29 -0.03
O 0.08 -0.57 -1.61
N 0.50 -0.61 -0.51
C -0.29 0.33 0.55
H 0.31 -0.02 1.49

Results
gap between HOMO and LUMO = 9.655 eV

=====

<b>
A molecular structure, CHBrINO2, computed with wB97M-V/def2-TZVPD.

Positions of all 7 atoms, in Å:
I 2.16 -0.27 0.73
Br -0.47 1.83 0.87
O -1.56 -0.41 -1.04
O 0.46 -0.27 -1.77
N -0.40 -0.27 -0.93
C 0.05 0.03 0.68
H -0.24 -0.64 1.46

Results
gap between HOMO and LUMO = 9.872 eV

=====

Which one sits at the top of the stability order? <a> does.

=====

<a>
2 unconnected molecules or ions with the total composition C10H15NO2, computed with wB97M-V/def2-TZVPD.

Positions of all 28 atoms, in Å:
O -0.49 -0.23 0.70
O -3.28 1.18 -1.39
N -2.30 3.00 -0.32
C 0.54 -0.82 0.00
C -2.96 1.74 -0.39
C -3.00 1.32 2.32
C 2.04 -1.43 -1.74
C 0.75 -1.03 -1.38
C 2.90 -1.18 0.53
C 1.64 -0.83 0.84
C 3.09 -1.60 -0.85
C -3.43 0.93 0.93
C 4.37 -2.02 -1.32
H -4.51 1.09 0.89
H 5.28 -1.32 -1.35
H -2.93 2.36 2.41
H 0.01 -0.81 -2.13
H 3.66 -1.31 1.23
H -2.16 3.44 -1.39
H -1.98 0.97 2.19
H 4.67 -3.06 -0.89
H -1.43 -0.26 0.27
H 1.50 -0.29 1.82
H 2.13 -1.61 -2.80
H 4.58 -2.19 -2.42
H -3.57 0.87 3.07
H -3.40 -0.20 0.80
H -1.70 3.30 0.38

Results
gap between HOMO and LUMO = 8.975 eV
SMILES string = Cc1ccc(O)cc1.CCC(N)=O

=====

<b>
C10H15NO2 in the gas phase, computed with wB97M-V/def2-TZVPD.

Positions of all 28 atoms, in Å:
O 3.75 0.31 -0.77
O 3.11 -1.50 0.15
N 2.90 -0.32 -0.12
C -0.98 0.19 -0.32
C 0.47 -1.94 -0.48
C 1.54 1.68 0.44
C -2.34 -0.39 -0.05
C -0.91 0.49 -1.81
C 1.68 0.35 0.18
C -0.90 1.52 0.31
C -0.03 -0.73 1.78
C 0.18 2.15 0.67
C 0.19 -0.62 0.25
H -1.07 -1.20 1.93
H -0.54 -2.39 -0.63
H 0.08 3.12 1.04
H 1.10 -2.52 0.12
H -1.95 1.91 0.52
H -0.91 -0.38 -2.43
H 2.32 2.41 0.52
H -2.61 -0.43 1.13
H -1.64 1.24 -2.26
H 0.10 1.02 -2.08
H -3.17 0.19 -0.42
H 0.22 0.24 2.17
H -2.52 -1.45 -0.42
H 0.99 -1.61 -1.46
H 0.92 -1.35 2.06

Results
gap between HOMO and LUMO = 8.477 eV
SMILES string = CC1(C)C=CC=C([N+](=O)[O-])C1(C)C

=====

Which one sits at the top of the stability order? <a> does.